#P
C54H146N14O4 | ωB97M-V with the def2-TZVPD basis set

Results
molar mass: 1055.86 g mol⁻¹
LUMO energy: -10.697 eV
net charge: +4
HOMO: -14.39 eV

Each line ends with the Löwdin charge.
Atoms and positions in Å:
N -1.146 5.102 -0.541  0.2711
H -2.150 5.057 -0.409  0.1024
H -0.884 4.159 -0.934  0.0659
H -0.614 5.410 0.338  0.0911
H -0.951 5.811 -1.253  0.1471
N -4.457 -1.494 -1.188  0.3299
H -4.644 -0.494 -1.139  0.1374
H -3.646 -1.714 -0.578  0.1046
H -4.251 -1.707 -2.163  0.1486
H -5.313 -1.998 -0.929  0.1700
N 0.200 -2.835 -5.276  0.3174
H 0.570 -3.780 -5.122  0.1554
H 0.707 -2.526 -6.116  0.1674
H 0.368 -2.285 -4.408  0.0993
H -0.782 -2.908 -5.539  0.1489
N -2.205 1.761 -3.930  0.3287
H -3.074 1.972 -3.445  0.1486
H -2.185 2.096 -4.900  0.1674
H -2.104 0.747 -3.968  0.1338
H -1.435 2.183 -3.388  0.0855
N -0.926 -4.579 -2.066  0.2741
H -0.682 -3.667 -1.641  0.0745
H -0.236 -4.847 -2.764  0.1154
H -1.834 -4.550 -2.521  0.1119
H -0.989 -5.400 -1.364  0.0906
N -3.813 2.864 1.260  0.2634
H -2.782 2.609 1.190  0.0654
H -4.392 2.286 0.654  0.1179
H -3.988 3.774 0.825  0.1130
H -4.260 2.914 2.239  0.0799
C 0.004 0.486 -2.170  -0.0125
C -0.394 -0.796 -1.834  -0.3512
C -1.196 -1.061 -0.580  -0.3596
O -1.676 -2.224 -0.309  -0.0763
C -1.543 0.002 0.254  0.0035
C -1.058 1.335 -0.013  -0.3077
C -0.373 1.647 -1.399  -0.2877
O -0.432 2.803 -1.882  -0.0474
O -1.226 2.256 0.811  -0.0417
O 0.053 -1.744 -2.571  -0.0982
H 0.658 0.622 -3.022  0.1007
H -2.101 -0.119 1.173  0.1038
C -2.270 5.931 2.632  -0.0789
C -0.869 6.542 2.724  -0.2304
N 0.120 5.961 1.807  -0.2212
C 1.286 6.849 1.621  -0.2377
C 2.158 7.156 2.843  -0.0511
C 0.561 4.681 2.384  -0.2432
C 1.610 3.913 1.572  -0.0722
H -2.858 6.146 3.520  0.0784
H -2.193 4.835 2.616  0.0445
H -2.802 6.218 1.719  0.0652
H -0.942 7.617 2.547  0.1322
H -0.544 6.442 3.764  0.1215
H 0.913 7.772 1.169  0.1201
H 1.923 6.428 0.840  0.1060
H 2.838 6.347 3.098  0.0780
H 1.496 7.333 3.693  0.0752
H 2.711 8.075 2.665  0.0908
H 0.937 4.821 3.402  0.1263
H -0.265 3.968 2.465  0.0874
H 1.274 3.581 0.587  0.0554
H 2.517 4.515 1.492  0.0593
H 2.019 3.020 2.048  0.0757
C 0.564 0.912 5.099  -0.0548
C 0.548 0.139 3.788  -0.2628
N 1.797 -0.585 3.545  -0.1553
C 1.877 -1.021 2.164  -0.2528
C 2.287 0.149 1.232  -0.0626
C 1.902 -1.748 4.428  -0.2553
C 3.349 -2.252 4.576  -0.0586
H 1.176 1.810 5.052  0.0778
H 0.970 0.289 5.895  0.0695
H -0.460 1.091 5.434  0.0527
H -0.327 -0.535 3.817  0.0585
H 0.299 0.847 2.990  0.0935
H 2.600 -1.824 2.033  0.0959
H 0.893 -1.358 1.798  0.1046
H 1.403 0.792 1.289  0.0333
H 3.124 0.667 1.701  0.0847
H 2.517 -0.096 0.196  0.0385
H 1.213 -2.546 4.107  0.1103
H 1.561 -1.543 5.440  0.1044
H 3.414 -3.155 5.179  0.0795
H 3.895 -1.489 5.130  0.0822
H 3.784 -2.397 3.590  0.0564
C 1.249 -7.187 -0.875  -0.0799
C -0.114 -7.790 -1.180  -0.2249
N -1.240 -6.966 -0.702  -0.2441
C -2.555 -7.412 -1.208  -0.2204
C -2.600 -7.580 -2.739  -0.0817
C -1.268 -6.968 0.768  -0.2251
C -2.110 -5.832 1.367  -0.0745
H 1.393 -6.107 -0.970  0.0588
H 2.041 -7.625 -1.480  0.0671
H 1.527 -7.463 0.145  0.0848
H -0.180 -7.930 -2.261  0.1033
H -0.225 -8.796 -0.762  0.1409
H -2.922 -8.308 -0.706  0.1350
H -3.253 -6.588 -1.040  0.1031
H -2.077 -8.455 -3.115  0.0802
H -3.638 -7.631 -3.072  0.0842
H -2.242 -6.687 -3.267  0.0475
H -0.253 -6.887 1.150  0.1124
H -1.664 -7.920 1.144  0.1325
H -1.748 -4.857 1.026  0.0583
H -1.959 -5.862 2.446  0.0685
H -3.179 -5.924 1.185  0.0688
C -3.727 -5.282 6.035  -0.0787
C -3.312 -4.469 4.814  -0.2488
N -3.932 -3.128 4.761  -0.1854
C -5.400 -3.199 4.785  -0.2366
C -5.945 -1.876 5.361  -0.0635
C -3.465 -2.400 3.589  -0.2547
C -1.944 -2.129 3.685  -0.0925
H -3.511 -4.689 6.927  0.0898
H -3.149 -6.197 6.164  0.0803
H -4.775 -5.571 6.110  0.0652
H -2.239 -4.354 4.953  0.1049
H -3.550 -5.000 3.881  0.1021
H -5.767 -3.348 3.756  0.1073
H -5.787 -4.024 5.372  0.1014
H -5.745 -1.862 6.430  0.0853
H -5.479 -0.998 4.916  0.0239
H -7.018 -1.806 5.175  0.0778
H -3.911 -1.405 3.658  0.0771
H -3.700 -2.963 2.669  0.1042
H -1.376 -3.043 3.522  0.0649
H -1.648 -1.654 4.616  0.0794
H -1.675 -1.487 2.839  0.0364
C 6.265 -2.886 -3.162  -0.0809
C 5.968 -3.797 -1.982  -0.2488
N 4.545 -4.033 -1.724  -0.1766
C 3.929 -2.812 -1.187  -0.2371
C 2.416 -2.913 -0.964  -0.0921
C 4.410 -5.128 -0.772  -0.2700
C 4.565 -6.489 -1.454  -0.0891
H 5.756 -3.192 -4.076  0.0760
H 7.342 -2.888 -3.329  0.0838
H 5.997 -1.842 -2.981  0.0492
H 6.415 -4.761 -2.220  0.1099
H 6.461 -3.413 -1.078  0.1278
H 4.106 -2.031 -1.925  0.0816
H 4.379 -2.551 -0.219  0.1270
H 1.990 -1.905 -0.926  0.0378
H 2.168 -3.400 -0.022  0.0692
H 1.911 -3.339 -1.838  0.0499
H 5.023 -5.037 0.139  0.1306
H 3.436 -5.221 -0.272  0.0836
H 5.568 -6.715 -1.811  0.0717
H 4.344 -7.271 -0.720  0.0770
H 3.847 -6.632 -2.261  0.0607
C 7.014 2.778 -3.071  -0.0677
C 5.591 2.373 -3.456  -0.2396
N 4.974 1.549 -2.398  -0.1851
C 5.023 2.067 -1.027  -0.2180
C 4.241 3.386 -0.910  -0.0723
C 3.633 1.110 -2.765  -0.2694
C 3.537 0.141 -3.943  -0.0693
H 7.551 3.152 -3.939  0.0827
H 7.504 1.874 -2.705  0.0866
H 7.066 3.477 -2.237  0.0703
H 4.946 3.207 -3.755  0.0973
H 5.672 1.677 -4.290  0.1046
H 4.582 1.363 -0.321  0.0959
H 6.085 2.180 -0.821  0.1064
H 4.338 3.816 0.090  0.0687
H 4.639 4.137 -1.593  0.0754
H 3.180 3.197 -1.081  0.0493
H 3.081 2.032 -3.018  0.0829
H 3.104 0.644 -1.929  0.0933
H 2.487 -0.083 -4.169  0.0393
H 3.944 -0.822 -3.621  0.0475
H 4.054 0.457 -4.846  0.0676
C -5.686 3.828 6.059  -0.0552
C -4.837 3.920 4.791  -0.2241
N -5.016 2.862 3.772  -0.2360
C -4.528 1.558 4.283  -0.2444
C -3.005 1.468 4.489  -0.0627
C -6.422 2.698 3.370  -0.2476
C -6.935 3.960 2.660  -0.0663
H -5.177 4.510 6.749  0.0911
H -5.639 2.865 6.566  0.0785
H -6.704 4.215 6.070  0.0848
H -5.004 4.858 4.259  0.1079
H -3.797 3.891 5.112  0.1044
H -4.941 1.350 5.272  0.1129
H -4.810 0.761 3.592  0.0918
H -2.613 2.135 5.256  0.0760
H -2.676 0.469 4.776  0.0656
H -2.491 1.705 3.549  0.0603
H -7.065 2.386 4.199  0.1309
H -6.518 1.857 2.673  0.1060
H -7.762 3.677 2.008  0.0810
H -6.149 4.401 2.041  0.0566
H -7.318 4.725 3.332  0.0848
C 3.054 2.664 -9.069  -0.0828
C 2.709 2.688 -7.598  -0.2860
N 2.571 4.020 -7.025  -0.1869
C 1.643 4.906 -7.719  -0.2401
C 1.233 6.129 -6.893  -0.0983
C 2.503 3.992 -5.565  -0.2360
C 1.307 3.226 -4.981  -0.1024
H 2.317 3.160 -9.702  0.0713
H 3.206 1.635 -9.391  0.0762
H 3.983 3.216 -9.229  0.0905
H 1.821 2.050 -7.440  0.0965
H 3.554 2.272 -7.042  0.1122
H 2.068 5.306 -8.639  0.1186
H 0.736 4.345 -7.993  0.1122
H 2.088 6.664 -6.477  0.0815
H 0.758 6.886 -7.522  0.0804
H 0.509 5.971 -6.089  0.0567
H 2.629 5.002 -5.188  0.1095
H 3.389 3.421 -5.273  0.0887
H 1.473 3.214 -3.899  0.0445
H 1.351 2.174 -5.269  0.0459
H 0.353 3.697 -5.232  0.0559


#Q
C54H146N14O4 | ωB97M-V with the def2-TZVPD basis set

Results
molar mass: 1055.86 g mol⁻¹
LUMO energy: -9.997 eV
net charge: +4
HOMO: -14.64 eV

Each line ends with the Löwdin charge.
Atoms and positions in Å:
N -1.906 -2.394 4.085  0.2590
H -1.233 -2.985 4.563  0.1105
H -2.816 -2.932 3.986  0.0819
H -1.535 -2.218 3.128  0.0606
H -2.059 -1.500 4.645  0.0785
N 4.794 -2.432 0.316  0.2598
H 4.431 -2.980 1.091  0.1109
H 4.097 -1.689 0.077  0.0683
H 5.045 -3.050 -0.450  0.1294
H 5.706 -1.975 0.746  0.0923
N 0.802 -2.306 -4.686  0.3229
H 1.295 -1.648 -5.288  0.1476
H -0.163 -2.414 -5.013  0.1616
H 0.790 -1.916 -3.713  0.0962
H 1.255 -3.219 -4.667  0.1526
N 0.119 -4.769 0.310  0.3185
H 0.741 -4.554 -0.465  0.1365
H -0.524 -5.529 0.076  0.1613
H -0.411 -3.909 0.605  0.0743
H 0.688 -5.079 1.097  0.1486
N 3.623 0.229 -3.577  0.2814
H 2.832 0.165 -2.904  0.0722
H 3.277 0.026 -4.510  0.1248
H 4.274 -0.479 -3.248  0.1047
H 4.113 1.178 -3.540  0.0970
N 2.334 -1.595 4.488  0.3142
H 1.613 -1.021 3.963  0.0811
H 2.901 -2.101 3.814  0.1291
H 1.796 -2.321 4.965  0.1481
H 2.850 -1.010 5.146  0.1629
C -0.092 -1.588 -0.526  -0.0020
C 0.991 -0.896 -1.095  -0.3134
C 2.107 -0.412 -0.192  -0.3428
O 3.289 -0.249 -0.635  -0.0613
C 1.898 -0.447 1.195  -0.0034
C 0.669 -0.844 1.796  -0.3198
C -0.287 -1.690 0.874  -0.2939
O -1.074 -2.546 1.382  -0.0842
O 0.353 -0.512 2.959  -0.0308
O 1.017 -0.692 -2.345  -0.0678
H -0.883 -1.934 -1.181  0.0694
H 2.675 -0.035 1.830  0.1051
C 7.904 -1.577 -1.143  -0.0864
C 8.172 -1.948 0.313  -0.2072
N 7.169 -1.395 1.257  -0.2349
C 7.537 -1.817 2.622  -0.2300
C 7.530 -3.333 2.809  -0.0792
C 7.076 0.061 1.132  -0.2223
C 5.992 0.661 2.037  -0.0636
H 8.333 -2.321 -1.815  0.0969
H 8.335 -0.623 -1.435  0.0589
H 6.836 -1.558 -1.394  0.0504
H 8.164 -3.034 0.379  0.1105
H 9.169 -1.585 0.583  0.1412
H 6.780 -1.437 3.310  0.1000
H 8.504 -1.416 2.940  0.1407
H 8.435 -3.821 2.455  0.0833
H 6.634 -3.806 2.389  0.0621
H 7.488 -3.574 3.873  0.0858
H 8.004 0.578 1.409  0.1434
H 6.846 0.326 0.100  0.0846
H 6.312 0.600 3.076  0.0732
H 5.771 1.702 1.814  0.0730
H 5.060 0.093 1.912  0.0475
C -1.738 -1.810 7.811  -0.0678
C -1.544 -0.521 7.021  -0.2491
N -2.484 -0.373 5.899  -0.2330
C -2.200 0.862 5.159  -0.2464
C -2.883 0.915 3.794  -0.0776
C -3.904 -0.444 6.302  -0.2300
C -4.417 0.664 7.218  -0.0464
H -0.811 -2.094 8.306  0.0792
H -1.982 -2.619 7.114  0.0573
H -2.551 -1.728 8.527  0.0844
H -1.530 0.375 7.654  0.1268
H -0.542 -0.503 6.565  0.0979
H -2.526 1.753 5.704  0.1171
H -1.129 0.966 4.969  0.0985
H -3.965 0.775 3.822  0.0689
H -2.737 1.882 3.311  0.0682
H -2.493 0.165 3.098  0.0465
H -4.016 -1.405 6.811  0.1065
H -4.518 -0.522 5.403  0.0966
H -3.830 0.684 8.135  0.0809
H -5.467 0.489 7.450  0.0911
H -4.399 1.636 6.726  0.0759
C 0.920 3.226 0.454  -0.0739
C 0.115 2.928 1.716  -0.2519
N -0.039 4.153 2.491  -0.1772
C -0.266 3.981 3.925  -0.2325
C 0.987 3.421 4.592  -0.0769
C -1.067 4.985 1.857  -0.2563
C -1.236 6.365 2.468  -0.0821
H 1.921 3.612 0.655  0.0747
H 0.431 4.004 -0.133  0.0625
H 1.080 2.369 -0.213  0.0450
H -0.864 2.466 1.502  0.0916
H 0.656 2.145 2.255  0.0826
H -0.569 4.943 4.323  0.1031
H -1.122 3.304 4.096  0.0972
H 0.891 3.414 5.680  0.0758
H 1.136 2.385 4.282  0.0365
H 1.840 4.054 4.354  0.0825
H -2.034 4.450 1.887  0.1186
H -0.835 5.198 0.814  0.1025
H -0.305 6.932 2.414  0.0889
H -1.597 6.401 3.495  0.0668
H -1.981 6.911 1.885  0.0833
C 4.591 3.660 -5.149  -0.0775
C 4.940 3.694 -3.672  -0.2314
N 5.370 2.392 -3.120  -0.2246
C 6.483 1.830 -3.897  -0.2357
C 7.054 0.524 -3.359  -0.0843
C 5.732 2.568 -1.710  -0.2275
C 4.553 3.010 -0.859  -0.0777
H 3.835 2.896 -5.383  0.0610
H 5.450 3.372 -5.751  0.0743
H 4.150 4.592 -5.491  0.0896
H 5.731 4.441 -3.508  0.1370
H 4.097 4.070 -3.091  0.1063
H 6.165 1.648 -4.925  0.1083
H 7.293 2.566 -4.005  0.1424
H 7.714 0.090 -4.107  0.1014
H 7.610 0.676 -2.436  0.0461
H 6.292 -0.225 -3.118  0.0438
H 6.585 3.252 -1.616  0.1409
H 6.038 1.614 -1.276  0.0789
H 4.385 4.083 -0.803  0.0877
H 4.644 2.597 0.148  0.0541
H 3.611 2.544 -1.172  0.0587
C -2.560 3.127 -5.837  -0.0816
C -1.318 3.985 -6.056  -0.2379
N -0.052 3.402 -5.609  -0.1825
C -0.033 3.261 -4.152  -0.2434
C 1.096 2.351 -3.701  -0.0922
C 1.063 4.233 -6.076  -0.2636
C 1.416 4.013 -7.535  -0.0787
H -2.507 2.113 -6.248  0.0775
H -3.367 3.546 -6.440  0.0905
H -2.773 3.049 -4.776  0.0186
H -1.242 4.241 -7.111  0.1115
H -1.486 4.934 -5.516  0.1263
H -0.991 2.854 -3.834  0.0785
H 0.029 4.246 -3.659  0.1346
H 0.908 2.031 -2.665  0.0472
H 2.096 2.788 -3.671  0.0449
H 1.081 1.413 -4.266  0.0581
H 0.812 5.296 -5.939  0.1293
H 1.931 3.996 -5.464  0.0643
H 1.655 2.967 -7.747  0.0713
H 0.615 4.287 -8.220  0.0700
H 2.296 4.603 -7.795  0.0771
C -4.639 4.015 -2.981  -0.0737
C -4.102 3.132 -1.857  -0.2434
N -3.078 2.196 -2.303  -0.1900
C -2.150 1.809 -1.262  -0.2466
C -2.730 0.853 -0.200  -0.0422
C -3.580 1.111 -3.132  -0.2383
C -2.457 0.259 -3.694  -0.0956
H -5.320 4.765 -2.571  0.0829
H -5.247 3.414 -3.658  0.0729
H -3.859 4.581 -3.484  0.0711
H -3.639 3.812 -1.134  0.1154
H -4.936 2.659 -1.317  0.1164
H -1.262 1.361 -1.727  0.0841
H -1.706 2.715 -0.839  0.1026
H -2.192 0.953 0.743  0.0411
H -3.767 1.121 0.010  0.0804
H -2.733 -0.150 -0.631  0.0507
H -4.085 1.541 -3.998  0.1117
H -4.325 0.491 -2.608  0.0911
H -2.862 -0.538 -4.330  0.0692
H -1.877 -0.278 -2.934  0.0368
H -1.788 0.831 -4.338  0.0616
C -4.781 -5.180 1.535  -0.0608
C -3.818 -4.396 2.422  -0.2606
N -4.362 -3.791 3.650  -0.2230
C -5.519 -2.914 3.418  -0.2325
C -5.194 -1.672 2.603  -0.0588
C -4.748 -4.805 4.645  -0.2332
C -3.570 -5.603 5.189  -0.0763
H -4.223 -5.590 0.695  0.0708
H -5.612 -4.552 1.213  0.0767
H -5.283 -5.999 2.054  0.0831
H -2.914 -4.953 2.681  0.0974
H -3.462 -3.547 1.822  0.0848
H -6.376 -3.444 2.987  0.1261
H -5.873 -2.594 4.400  0.1149
H -5.068 -1.890 1.542  0.0559
H -6.005 -0.951 2.700  0.0957
H -4.284 -1.198 2.978  0.0357
H -5.487 -5.499 4.232  0.1220
H -5.211 -4.328 5.508  0.1223
H -2.854 -4.923 5.673  0.0567
H -3.036 -6.199 4.448  0.0641
H -3.854 -6.257 6.013  0.0888
C -6.502 -1.429 -4.122  -0.0627
C -5.370 -1.558 -3.119  -0.2647
N -5.183 -2.930 -2.642  -0.1868
C -4.782 -3.861 -3.688  -0.2524
C -4.687 -5.286 -3.195  -0.0850
C -4.470 -3.013 -1.393  -0.2216
C -2.943 -2.812 -1.556  -0.0877
H -6.282 -1.904 -5.079  0.0703
H -6.728 -0.381 -4.318  0.0796
H -7.406 -1.913 -3.752  0.0907
H -4.430 -1.113 -3.482  0.0622
H -5.692 -0.996 -2.237  0.1142
H -5.544 -3.821 -4.466  0.1121
H -3.871 -3.495 -4.198  0.1109
H -5.561 -5.611 -2.631  0.0911
H -4.591 -5.982 -4.032  0.0820
H -3.806 -5.496 -2.577  0.0500
H -4.647 -3.979 -0.922  0.0814
H -4.847 -2.252 -0.708  0.1020
H -2.506 -3.729 -1.976  0.0616
H -2.460 -2.740 -0.573  0.0351
H -2.650 -1.987 -2.204  0.0421


Winner for stability: #Q


#P
C2H7NOS2 | ωB97M-V with the def2-TZVPD basis set

Results
molar mass: 125.22 g mol⁻¹
LUMO energy: 0.013 eV
HOMO: -8.94 eV

Each line ends with the Löwdin charge.
Atoms and positions in Å:
S -1.301 1.703 1.011  0.2073
S -0.394 2.454 2.772  0.2221
H -2.591 1.785 1.404  -0.2045
H 0.707 1.685 2.588  -0.2016
C 1.333 -2.799 -2.599  -0.3878
N 0.363 -1.858 -2.477  -0.0562
C 0.114 -1.083 -1.297  -0.1174
O 2.055 -3.286 -1.740  0.0030
H 1.366 -3.188 -3.653  0.1291
H -0.179 -1.589 -3.341  0.1566
H 0.441 -1.647 -0.401  0.0948
H -0.956 -0.857 -1.215  0.0702
H 0.667 -0.118 -1.283  0.0845


#Q
C2H7NOS2 | ωB97M-V with the def2-TZVPD basis set

Results
molar mass: 125.22 g mol⁻¹
LUMO energy: -0.358 eV
HOMO: -8.82 eV

Each line ends with the Löwdin charge.
Atoms and positions in Å:
C -1.486 -2.066 -2.838  -0.6119
C 1.745 -0.154 0.082  -0.2278
N 1.507 -1.043 2.571  -0.1819
O -0.318 0.413 1.384  -0.5493
S -2.402 -0.750 -2.941  0.5964
S 1.105 0.440 1.706  0.8339
H -0.610 -2.101 -3.619  0.0325
H 0.805 -1.677 2.470  -0.0062
H -1.606 -2.933 -2.229  -0.0164
H 1.934 0.675 -0.506  0.0078
H 2.607 -0.820 0.347  0.0604
H 0.896 -0.632 -0.366  0.0310
H 1.680 -0.804 3.540  0.0315


Winner for stability: #P